Below is a cluster of 2 separate species, C5H11NO2 in total, with properties calculated with ωB97M-V/def2-TZVPD.

DFT total energy: -10947.2327 eV
HOMO level: -9.01 eV
Energy above the lowest of the compared OMol25 structures with the same formula, charge and spin: 196.28 kJ/mol
Frontier orbital gap: 9.93 eV
Charge: 0

Each line ends with the Löwdin charge.
Cartesian coordinates (Å):
C 1.593 -1.787 0.341  -0.065
C -0.910 0.463 1.895  -0.008
C -0.389 -0.658 1.054  -0.511
O 0.959 -0.736 1.077  -0.081
N -1.141 -1.439 0.352  0.121
H -2.122 -1.191 0.516  0.054
H 0.949 -2.659 0.192  0.078
H 2.470 -2.109 0.910  0.088
H 1.929 -1.395 -0.623  0.085
H -1.881 0.192 2.319  0.084
H -0.221 0.679 2.715  0.085
H -1.024 1.357 1.278  0.081
C -0.150 1.074 -1.939  -0.293
C 0.788 1.952 -1.593  0.008
O -1.426 1.145 -1.458  -0.036
H -1.810 0.253 -1.552  0.092
H 0.022 0.233 -2.600  0.110
H 0.567 2.765 -0.911  0.059
H 1.799 1.862 -1.973  0.050


Below is a structure of composition C19H15F9N4O6STi, with properties calculated with ωB97M-V/def2-TZVPD.

DFT total energy: -96605.2325 eV
Spin multiplicity: 3
HOMO level (spin up / spin down): -0.14 / -1.71 eV
Energy above the lowest of the compared OMol25 structures with the same formula, charge and spin: 65.80 kJ/mol
⟨S²⟩: 2.02
Frontier orbital gap (spin up / spin down): 5.00 / 6.56 eV
Charge: -2

Each line ends with the Löwdin charge.
Cartesian coordinates (Å):
Ti 0.223 0.753 -0.022  1.117
N 3.712 -2.796 -0.111  0.011
C 2.367 -2.706 -0.396  -0.988
S 1.225 -3.967 -0.079  0.406
N 2.110 -1.493 -0.777  -0.024
N 0.850 -1.006 -0.871  -0.151
C -0.104 -1.592 -1.488  -0.187
C -1.429 -1.118 -1.419  -0.276
C -2.559 -1.750 -2.041  -0.057
C -3.842 -1.301 -1.825  -0.142
C -4.047 -0.090 -1.089  -0.141
C -2.932 0.463 -0.523  -0.140
N -1.624 -0.033 -0.588  -0.043
H 4.126 -3.754 -0.072  0.073
H 4.204 -1.992 -0.490  0.076
H 0.124 -2.560 -1.960  0.082
H -2.437 -2.635 -2.619  0.087
H -4.699 -1.871 -2.405  0.113
H -5.082 0.282 -0.978  0.085
H -3.186 1.289 0.216  0.128
O -1.391 2.509 3.478  0.021
C -0.921 1.640 2.762  -0.601
O -0.913 1.712 1.475  -0.116
C -0.445 0.312 3.389  -0.094
C -1.150 -0.823 2.649  -0.297
C -1.165 -2.121 3.412  -0.100
C 0.385 -2.462 3.396  -0.105
C 0.941 -1.376 2.474  -0.255
O -0.203 -1.074 1.639  -0.127
C 1.070 -0.057 3.258  -0.106
C 1.939 0.903 2.427  -0.575
O 2.558 1.760 3.022  0.048
O 1.840 0.755 1.130  -0.139
H -0.652 0.345 4.493  0.156
H -2.002 -0.527 2.136  0.132
H -1.796 -2.847 2.803  0.126
H -1.604 -2.070 4.474  0.123
H 0.495 -3.410 2.871  0.069
H 0.792 -2.433 4.485  0.135
H 1.874 -1.730 1.926  0.157
H 1.517 -0.167 4.255  0.143
F -1.356 1.538 -3.016  0.163
C -0.614 2.642 -3.220  -0.523
F -1.306 3.617 -2.612  0.155
F -0.569 2.872 -4.535  0.154
C 0.851 2.612 -2.574  -0.285
O 0.806 2.007 -1.388  -0.162
C 1.422 4.064 -2.515  -0.508
F 2.734 4.028 -2.248  0.172
F 0.743 4.688 -1.519  0.149
F 1.247 4.806 -3.637  0.136
C 1.742 1.718 -3.525  -0.551
F 1.906 2.420 -4.704  0.096
F 1.255 0.548 -3.826  0.205
F 2.973 1.476 -3.097  0.174


Below is a cluster of 2 separate species, CH4Cl2Si in total, with properties calculated with ωB97M-V/def2-TZVPD.

DFT total energy: -34023.4925 eV
HOMO level (spin up / spin down): -8.66 / -8.05 eV
Energy above the lowest of the compared OMol25 structures with the same formula, charge and spin: 385.56 kJ/mol
Frontier orbital gap (spin up / spin down): 8.11 / 7.86 eV
Charge: 0

Each line ends with the Löwdin charge.
Cartesian coordinates (Å):
C -1.643 -0.024 -0.482  0.007
Si 1.171 -0.038 0.570  -0.244
Cl 1.928 1.778 0.012  0.171
Cl 2.128 -1.490 -0.341  0.269
H -2.181 -0.505 0.273  -0.057
H -1.442 0.942 -0.821  -0.069
H -1.183 -0.776 -1.286  0.014
H 1.224 0.113 2.074  -0.092


Below is a structure of composition C3H3BrClF, with properties calculated with ωB97M-V/def2-TZVPD.

DFT total energy: -88437.5400 eV
HOMO level: -8.99 eV
Energy above the lowest of the compared OMol25 structures with the same formula, charge and spin: 256.90 kJ/mol
Frontier orbital gap: 8.08 eV
Charge: 0

Each line ends with the Löwdin charge.
Cartesian coordinates (Å):
C -1.451 -0.529 -0.448  -0.006
C -0.464 0.086 -1.059  -0.285
C 2.382 0.309 1.993  -1.106
F -0.466 1.430 -0.958  -0.016
Cl 0.792 0.119 2.182  0.604
Br 2.937 0.554 0.236  0.584
H -1.710 -1.539 -0.462  0.031
H -2.163 0.032 0.255  0.097
H 0.142 -0.462 -1.740  0.096


Below is a cluster of 3 separate species, C48H74F9N3O6S3 in total, with properties calculated with ωB97M-V/def2-TZVPD.

DFT total energy: -124688.2303 eV
Spin multiplicity: 3
HOMO level (spin up / spin down): -8.52 / -8.54 eV
⟨S²⟩: 2.01
Frontier orbital gap (spin up / spin down): 7.88 / 7.91 eV
Charge: 0

Each line ends with the Löwdin charge.
Cartesian coordinates (Å):
C 1.997 -0.112 -0.135  -0.102
C 0.512 0.256 -0.186  -0.222
C 0.262 1.757 -0.086  -0.234
O 0.490 2.311 -1.371  -0.134
C 0.093 3.686 -1.433  -0.129
C -0.066 3.997 -2.910  -0.057
C -1.159 3.440 -3.568  -0.115
C -2.173 2.599 -2.839  -0.108
C -3.623 3.164 -2.838  -0.218
C -3.725 4.698 -2.704  -0.406
S -4.572 5.465 -4.134  0.913
C -6.186 5.826 -3.482  -1.142
S -7.018 7.096 -4.044  0.694
N -6.610 4.933 -2.488  -0.240
C -7.209 3.721 -3.015  -0.131
C -7.150 2.666 -1.850  -0.172
O -6.792 3.330 -0.655  -0.153
C -7.721 4.383 -0.421  -0.152
C -7.436 5.529 -1.451  -0.167
C -1.260 3.698 -4.916  -0.141
C -2.383 3.096 -5.756  -0.104
C -1.804 2.320 -6.962  -0.053
C -1.173 0.967 -6.586  -0.442
F -1.199 0.711 -5.269  0.129
F 0.156 1.073 -6.904  0.106
C -1.675 -0.232 -7.439  -0.452
F -1.798 0.135 -8.709  0.147
F -0.718 -1.172 -7.427  0.127
S -3.253 -1.067 -6.833  0.773
F -3.725 0.247 -6.076  -0.127
F -4.042 -0.560 -8.120  -0.137
F -2.863 -2.387 -7.621  -0.124
F -2.524 -1.629 -5.561  -0.106
F -4.579 -1.771 -6.355  -0.111
C -0.358 4.500 -5.569  0.045
C 0.692 5.031 -4.906  -0.082
C 0.843 4.786 -3.556  -0.031
C 2.040 5.403 -2.899  -0.244
O 2.073 5.844 -1.761  0.114
C 3.270 5.517 -3.758  -0.110
C 4.640 5.388 -3.128  -0.105
C 5.626 4.599 -4.035  -0.403
C 6.488 3.637 -3.202  -0.079
C 6.541 5.639 -4.725  -0.082
C 3.093 5.763 -5.050  0.065
C 1.717 5.869 -5.616  -0.299
O 1.466 6.556 -6.592  0.108
H 2.440 0.021 -1.124  0.071
H 2.542 0.503 0.583  0.069
H 2.165 -1.155 0.138  0.060
H 0.113 -0.119 -1.131  0.109
H -0.040 -0.270 0.597  0.107
H -0.784 1.891 0.220  0.119
H 0.973 2.178 0.635  0.127
H -0.877 3.805 -0.941  0.124
H 0.879 4.271 -0.964  0.115
H -1.903 2.416 -1.806  0.092
H -2.212 1.606 -3.293  0.119
H -4.197 2.783 -3.679  0.078
H -4.114 2.740 -1.957  0.103
H -2.767 5.194 -2.556  0.078
H -4.328 4.919 -1.825  0.074
H -6.679 3.390 -3.905  0.114
H -8.275 3.853 -3.257  0.127
H -6.307 2.009 -2.065  0.107
H -8.094 2.126 -1.742  0.120
H -8.717 3.960 -0.593  0.119
H -7.568 4.749 0.590  0.122
H -8.388 5.931 -1.815  0.100
H -6.875 6.314 -0.946  0.122
H -3.006 3.890 -6.169  0.112
H -2.998 2.403 -5.199  0.078
H -2.645 2.098 -7.626  0.123
H -1.101 2.889 -7.560  0.124
H -0.479 4.679 -6.630  0.137
H 5.046 6.393 -2.992  0.127
H 4.565 4.941 -2.137  0.114
H 5.098 4.001 -4.777  0.127
H 6.878 2.830 -3.826  0.077
H 5.852 3.144 -2.463  0.073
H 7.315 4.134 -2.697  0.077
H 7.055 5.224 -5.593  0.080
H 7.301 5.963 -4.011  0.078
H 5.972 6.523 -5.012  0.068
H 3.918 5.891 -5.739  0.124
C 3.838 -3.953 5.223  -0.028
C 3.543 -2.863 4.157  -0.473
C 4.757 -1.943 4.008  -0.136
C 4.941 -0.979 5.179  -0.175
C 3.656 -0.200 5.443  -0.135
C 2.432 -1.100 5.623  -0.495
N 2.305 -2.102 4.523  -0.077
O 1.862 -1.499 3.462  -0.025
C 2.515 -1.809 6.990  -0.034
C 1.179 -0.231 5.718  -0.043
C 3.351 -3.634 2.852  -0.038
H 4.186 -4.875 4.760  0.082
H 4.611 -3.651 5.931  0.073
H 2.944 -4.221 5.782  0.059
H 4.659 -1.354 3.090  0.123
H 5.658 -2.549 3.888  0.126
H 5.252 -1.520 6.077  0.101
H 5.749 -0.281 4.951  0.113
H 3.783 0.423 6.331  0.124
H 3.486 0.488 4.608  0.124
H 1.700 -2.526 7.106  0.083
H 2.427 -1.080 7.796  0.087
H 3.454 -2.330 7.156  0.063
H 1.061 0.422 4.854  0.078
H 1.238 0.410 6.597  0.086
H 0.281 -0.845 5.809  0.088
H 2.486 -4.297 2.910  0.077
H 4.231 -4.243 2.651  0.090
H 3.222 -2.976 1.992  0.070
C -0.588 -9.132 4.126  -0.032
C 0.407 -8.480 5.122  -0.485
C -0.125 -8.614 6.552  -0.137
C -1.296 -7.681 6.858  -0.175
C -0.944 -6.238 6.504  -0.132
C -0.437 -6.078 5.070  -0.487
N 0.647 -7.054 4.748  -0.072
O 1.747 -6.651 5.307  -0.019
C -1.617 -6.239 4.091  -0.037
C 0.041 -4.645 4.860  -0.039
C 1.687 -9.305 4.997  -0.049
H -0.296 -10.154 3.889  0.079
H -1.604 -9.185 4.516  0.071
H -0.611 -8.596 3.177  0.083
H 0.680 -8.400 7.262  0.125
H -0.424 -9.649 6.732  0.126
H -2.192 -7.999 6.317  0.101
H -1.545 -7.746 7.919  0.113
H -1.819 -5.601 6.654  0.125
H -0.183 -5.881 7.206  0.125
H -1.271 -6.221 3.057  0.092
H -2.321 -5.416 4.215  0.087
H -2.191 -7.151 4.243  0.061
H 0.804 -4.351 5.578  0.053
H -0.789 -3.948 4.982  0.093
H 0.445 -4.506 3.857  0.083
H 2.109 -9.227 3.993  0.094
H 1.469 -10.354 5.194  0.086
H 2.451 -9.004 5.713  0.078


Below is a cluster of 4 separate species, C3H16NO3 in total, with properties calculated with ωB97M-V/def2-TZVPD.

DFT total energy: -10996.9997 eV
HOMO level: -15.17 eV
Energy above the lowest of the compared OMol25 structures with the same formula, charge and spin: 83.50 kJ/mol
Frontier orbital gap: 12.38 eV
Charge: +1

Each line ends with the Löwdin charge.
Cartesian coordinates (Å):
C -1.379 0.118 -0.217  -0.120
C -1.522 -1.373 -0.005  -0.243
C -2.181 -2.045 -1.262  -0.088
N -0.420 0.589 0.914  0.116
H -0.840 0.578 -1.040  0.124
H -2.365 0.604 -0.119  0.142
H -2.232 -1.609 0.783  0.116
H -0.606 -1.956 0.013  0.110
H -1.452 -1.931 -2.078  0.079
H -2.415 -3.090 -1.022  0.087
H -3.058 -1.462 -1.556  0.076
H 0.010 1.503 0.765  0.115
H -0.893 0.640 1.830  0.155
H 0.412 0.022 1.103  0.124
H 1.600 -0.228 -1.171  0.059
H 2.717 0.108 -0.147  0.029
O 1.765 0.156 -0.309  -0.051
H 0.375 3.400 2.625  0.063
H -0.834 3.867 1.909  0.065
O -0.450 3.052 2.262  -0.047
H 4.726 0.337 -0.672  0.063
H 4.810 -1.022 -1.351  0.066
O 4.233 -0.258 -1.254  -0.043


Below is a cluster of 2 separate species, CH5NS2 in total, with properties calculated with ωB97M-V/def2-TZVPD.

DFT total energy: -24277.3767 eV
HOMO level: -8.88 eV
Energy above the lowest of the compared OMol25 structures with the same formula, charge and spin: 92.52 kJ/mol
Frontier orbital gap: 9.14 eV
Charge: 0

Each line ends with the Löwdin charge.
Cartesian coordinates (Å):
S 3.254 0.845 5.077  0.204
S 4.258 0.593 3.270  0.210
H 2.183 0.045 4.947  -0.207
H 4.117 -0.730 3.102  -0.208
C -2.743 0.247 -3.310  -0.156
N -2.509 -0.926 -3.687  0.010
H -2.374 1.055 -3.941  0.056
H -3.269 0.491 -2.388  0.059
H -2.918 -1.620 -3.070  0.031


Below is the molecule C3H5NO2, with properties calculated with ωB97M-V/def2-TZVPD.

DFT total energy: -8775.1144 eV
HOMO level: -8.31 eV
Energy above the lowest of the compared OMol25 structures with the same formula, charge and spin: 248.96 kJ/mol
Frontier orbital gap: 9.16 eV
Charge: 0

Each line ends with the Löwdin charge.
Cartesian coordinates (Å):
C 1.039 0.127 0.711  -0.031
C 0.247 -0.146 -0.374  -0.493
N 0.837 -0.953 -1.270  0.143
O -0.991 0.325 -0.698  0.080
C -1.722 0.829 0.356  -0.288
O -2.811 1.283 0.191  0.115
H 1.352 -0.740 1.283  0.060
H 1.112 1.096 1.167  0.045
H 1.759 -0.976 -0.794  0.116
H 0.345 -1.605 -1.877  0.119
H -1.167 0.759 1.304  0.135


Q: Look up the charge of the fourth one.
A: 0